Below is C23H39O2SiV as an isolated structure in a non-equilibrium geometry, with properties calculated with wB97M-V/def2-TZVPD.

CARTESIAN COORDINATES (ANGSTROEM)
O: 5.034 1.591 -0.876
C: 5.894 0.953 -1.903
C: 6.998 1.977 -1.994
H: 5.231 0.941 -2.772
H: 6.216 -0.066 -1.620
C: 6.002 2.688 -0.998
H: 7.067 2.406 -3.020
H: 7.976 1.685 -1.536
C: 5.273 3.913 -1.553
H: 4.529 3.674 -2.333
H: 5.997 4.649 -1.902
H: 4.676 4.366 -0.758
C: 6.745 2.893 0.306
H: 7.085 1.899 0.637
H: 6.074 3.332 1.058
H: 7.595 3.546 0.066
V: 0.780 0.304 0.279
C: 0.121 -0.948 1.944
C: 0.417 -1.959 0.978
C: 1.833 -1.936 0.726
H: -0.278 -2.718 0.639
C: 2.400 -0.874 1.500
C: 1.366 -0.283 2.278
H: 1.497 0.464 3.046
H: -0.854 -0.806 2.419
H: 2.374 -2.609 0.046
H: 3.445 -0.628 1.620
C: -0.901 1.662 0.494
C: 0.068 2.012 1.474
C: 1.221 2.538 0.805
H: -0.100 1.993 2.546
C: 0.904 2.631 -0.576
C: -0.413 2.164 -0.766
H: -1.014 2.294 -1.657
H: -1.860 1.222 0.686
H: 2.088 2.976 1.302
H: 1.513 3.102 -1.336
O: 3.324 1.548 -4.085
C: 2.477 1.216 -2.919
C: 3.069 -0.080 -2.350
H: 1.415 1.019 -3.153
H: 2.531 2.062 -2.192
C: 3.719 -0.747 -3.554
H: 2.340 -0.596 -1.727
H: 3.799 0.276 -1.616
C: 3.715 0.312 -4.720
H: 3.120 -1.606 -3.846
H: 4.739 -1.112 -3.354
H: 3.017 -0.024 -5.565
H: 4.749 0.351 -5.187
C: -3.112 0.345 -2.162
Si: -2.149 -1.102 -1.470
C: -2.973 -1.535 0.149
C: -2.386 -2.568 -2.626
C: -0.316 -0.597 -1.258
H: -4.168 0.044 -2.233
H: -2.780 0.677 -3.154
H: -3.067 1.210 -1.493
H: -4.063 -1.391 0.060
H: -2.785 -2.583 0.416
H: -2.619 -0.900 0.969
H: -2.159 -2.344 -3.678
H: -1.773 -3.436 -2.358
H: -3.428 -2.915 -2.602
H: 0.234 -1.544 -1.420
H: -0.112 -0.014 -2.177

Values from the calculation:
Multiplicity: 2
Expectation value of S²: 0.7921
Frontier orbital gap (spin up / spin down), eV: 7.5194 / 7.8840
LUMO energy (spin up / spin down), hartree: -0.1624 / -0.1490
Total energy, eV: -62134.6046
Total charge: +1

---

Below is a 2-piece molecular cluster, C6H13NO overall in a non-equilibrium geometry, with properties calculated with wB97M-V/def2-TZVPD.

CARTESIAN COORDINATES (ANGSTROEM)
C: -0.966 0.277 0.087
C: -1.682 1.416 -0.582
C: -1.760 -0.423 1.156
C: 2.548 -1.051 -0.031
C: 0.458 0.343 0.191
N: 1.119 1.457 -0.361
C: 1.101 -0.870 0.284
O: -0.704 -1.234 -1.219
H: -0.788 -2.102 -1.644
H: 0.707 2.346 -0.123
H: 2.116 1.456 -0.211
H: 0.591 -1.696 0.747
H: -2.708 1.125 -0.804
H: -2.672 -0.835 0.727
H: -1.178 1.687 -1.509
H: -1.712 2.301 0.064
H: -2.045 0.304 1.925
H: -1.211 -1.225 1.640
H: 2.836 -2.098 0.037
H: 2.766 -0.692 -1.040
H: 3.181 -0.487 0.666

Values from the calculation:
Multiplicity: 1
Frontier orbital gap, eV: 7.6497
LUMO energy, hartree: 0.0115
Total energy, eV: -9966.8708
Total charge: 0

---

Below is an isolated ion of composition C8H9IN and charge +1 in a non-equilibrium geometry, with properties calculated with wB97M-V/def2-TZVPD.

CARTESIAN COORDINATES (ANGSTROEM)
C: -1.525 2.977 0.551
C: -0.804 1.927 0.222
C: -1.134 0.683 -0.593
I: -3.225 -0.257 -0.133
N: -0.093 -0.305 -0.334
C: 0.670 -0.739 -1.303
C: 1.589 -1.779 -1.117
C: 1.702 -2.290 0.180
C: 1.025 -1.725 1.206
C: 0.042 -0.741 0.938
H: -1.047 3.635 1.218
H: -2.561 3.218 0.388
H: 0.305 1.926 0.416
H: -1.310 0.840 -1.706
H: 0.769 -0.169 -2.226
H: 2.143 -1.952 -1.960
H: 2.571 -3.091 0.231
H: 1.267 -2.057 2.250
H: -0.383 -0.101 1.770

Values from the calculation:
Multiplicity: 1
Frontier orbital gap, eV: 8.2287
LUMO energy, hartree: -0.1854
SMILES string: C=C[C@H](I)[n+]1ccccc1
Total energy, eV: -18023.9640
Total charge: +1

---

Below is C32H53Be2F3MgN2O17P2S2 as an isolated structure in a non-equilibrium geometry, with properties calculated with wB97M-V/def2-TZVPD.

CARTESIAN COORDINATES (ANGSTROEM)
C: 5.829 -1.590 2.993
O: 4.999 -1.911 1.883
C: 4.455 -0.786 1.257
C: 2.902 -0.866 1.210
C: 2.407 -1.793 0.121
C: 0.884 -2.036 0.111
C: 0.430 -3.250 0.974
C: -0.250 -2.889 2.344
C: -1.780 -3.126 2.309
C: -2.539 -2.216 1.306
P: -2.414 -0.357 1.737
P: -2.187 1.823 2.326
O: -3.471 2.550 2.369
O: -1.219 2.590 1.190
O: -1.384 1.845 3.798
H: 5.573 -0.639 3.475
H: 6.884 -1.581 2.695
H: 5.716 -2.376 3.754
H: 4.748 0.161 1.711
H: 4.882 -0.760 0.210
H: 2.573 0.180 1.082
H: 2.581 -1.188 2.209
H: 2.934 -2.762 0.100
H: 2.647 -1.301 -0.894
H: 0.605 -2.277 -0.929
H: 0.286 -1.161 0.401
H: -0.320 -3.795 0.382
H: 1.247 -3.955 1.171
H: 0.155 -3.625 3.054
H: 0.053 -1.904 2.724
H: -2.247 -2.992 3.295
H: -1.906 -4.162 1.961
H: -2.076 -2.379 0.313
H: -3.592 -2.517 1.197
H: -1.633 -0.658 2.888
H: -1.844 -0.052 0.460
H: -3.819 -0.226 1.898
H: -0.574 1.957 0.851
H: -0.550 2.303 3.612
C: 2.936 1.661 -4.053
C: 3.323 1.005 -2.927
C: 4.797 0.869 -2.728
O: 5.256 0.363 -1.664
C: 5.684 1.317 -3.738
C: 5.326 1.989 -4.937
C: 3.820 2.231 -5.090
O: 3.328 2.846 -5.994
O: 6.075 2.374 -5.801
O: 2.565 0.488 -1.994
H: 1.877 1.805 -4.252
H: 6.729 1.113 -3.530
O: 4.239 -1.280 -4.394
C: 3.457 -2.182 -4.233
O: 2.283 -2.016 -3.567
C: 1.628 -3.319 -3.427
C: 2.223 -4.180 -4.531
C: 3.641 -3.622 -4.645
H: 1.844 -3.712 -2.429
H: 0.553 -3.197 -3.529
H: 2.185 -5.236 -4.311
H: 1.690 -4.013 -5.462
H: 4.325 -4.110 -3.945
H: 4.026 -3.685 -5.660
Be: 3.893 -1.477 -1.938
F: 6.083 0.835 0.674
O: 1.188 -6.204 -5.810
C: 0.172 -6.318 -6.454
O: 0.224 -6.180 -7.776
C: -0.879 -6.451 -8.658
C: -1.817 -5.267 -8.752
C: -1.159 -6.525 -5.779
H: -1.389 -7.370 -8.367
H: -0.437 -6.640 -9.634
H: -2.267 -5.028 -7.788
H: -2.618 -5.470 -9.463
H: -1.275 -4.380 -9.080
H: -1.528 -5.565 -5.417
H: -1.014 -7.195 -4.934
H: -1.912 -6.983 -6.413
C: -1.663 5.251 4.132
C: -0.454 5.385 3.459
C: 0.539 6.201 3.985
C: 0.341 6.883 5.196
C: -0.851 6.756 5.880
C: -1.861 5.947 5.348
H: -2.455 4.616 3.717
H: -0.294 4.858 2.527
H: 1.477 6.312 3.457
H: 1.126 7.511 5.596
H: -1.005 7.279 6.815
H: -2.822 5.853 5.879
C: -5.640 7.050 0.716
O: -6.558 7.398 0.020
N: -5.647 5.951 1.515
C: -4.512 5.590 2.323
C: -6.839 5.117 1.552
H: -4.692 7.613 0.760
H: -4.165 4.593 2.033
H: -4.813 5.576 3.380
H: -3.701 6.308 2.189
H: -7.049 4.741 0.550
H: -7.689 5.713 1.883
H: -6.691 4.281 2.232
Be: -2.142 3.925 5.836
N: -3.371 1.295 5.910
S: -3.625 1.711 7.420
O: -2.798 1.083 8.390
O: -4.971 1.983 7.783
F: -2.983 3.200 7.340
S: -3.823 -0.183 5.594
O: -3.272 -0.620 4.341
O: -5.167 -0.540 5.868
F: -3.002 -1.055 6.622
Mg: 2.865 2.671 -0.990

Values from the calculation:
Multiplicity: 1
Frontier orbital gap, eV: 3.2477
LUMO energy, hartree: -0.3321
Total energy, eV: -126449.8627
Total charge: +2

---

Below is one molecule with the formula C5H8O in a non-equilibrium geometry, with properties calculated with wB97M-V/def2-TZVPD.

CARTESIAN COORDINATES (ANGSTROEM)
C: -2.407 0.680 -1.916
C: -1.665 -0.074 -1.399
C: -0.501 -0.938 -0.833
C: -0.090 0.107 0.092
O: 1.180 -0.395 0.593
C: 1.814 0.131 1.559
H: -3.036 1.588 -2.482
H: 0.125 -0.838 -1.733
H: -0.633 -1.967 -0.443
H: -0.891 0.121 0.933
H: 0.029 0.813 -0.674
H: 2.349 -0.675 2.113
H: 2.522 1.169 1.557
H: 1.203 0.277 2.635

Values from the calculation:
Multiplicity: 1
Frontier orbital gap, eV: 10.7771
LUMO energy, hartree: 0.0367
SMILES string: C#CCCOC
Total energy, eV: -7356.2201
Total charge: 0

---

Below is BrV as an isolated structure, with properties calculated with wB97M-V/def2-TZVPD.

CARTESIAN COORDINATES (ANGSTROEM)
V: -3.044 -15.465 -8.647
Br: -1.895 -16.520 -7.043

Values from the calculation:
Multiplicity: 4
Expectation value of S²: 3.7825
Frontier orbital gap (spin up / spin down), eV: 8.5811 / 9.3873
LUMO energy (spin up / spin down), hartree: -0.2573 / -0.2532
Total energy, eV: -95720.7154
Total charge: +1